No. 1
This record from the OMol25 dataset describes an isolated molecule of C26H30N2O4. The level of theory is the ωB97M-V functional and the def2-TZVPD basis.

Spin multiplicity: 1
DFT total energy, a.u.: -1419.225020
Highest occupied orbital energy, eV: -7.05
SMILES string: CCOc1cc(N2CCOCC2)c(OCC)cc1NC(=O)Cc1cccc2ccccc12
Strongest force on any atom, eV/A: 0.57
LUMO energy, eV: 0.57
Energy above the lowest of the compared OMol25 structures with the same formula, charge and spin, kcal per mole: 47.4

```
62
Properties=species:S:1:pos:R:3:forces:R:3:mulliken_charge:R:1
O -4.085841 3.414381 4.141004 -0.06 0.13 0.06 -0.42
O 1.506708 0.583621 2.464495 -0.36 -0.29 -0.33 -0.57
O 0.052541 -2.601221 -0.934891 -0.12 -0.07 -0.14 -0.69
O -3.348982 0.778910 -0.209190 0.27 0.20 0.28 -0.53
N -2.837754 2.693704 1.668979 -0.09 0.30 -0.18 -0.03
N 0.999803 -1.257493 0.641791 0.28 0.28 0.40 -0.07
C -1.909720 1.678028 1.449625 0.05 -0.27 -0.29 0.06
C 0.986943 -2.304608 -0.222609 0.32 -0.06 0.26 0.27
C 0.004115 -0.302803 0.886317 -0.12 0.29 0.17 -0.90
C 2.884761 -5.531489 -3.054530 0.09 -0.02 -0.36 -0.78
C 2.916228 -2.761277 -2.629206 0.11 -0.19 -0.33 0.94
C -2.737382 3.750755 3.901984 0.21 0.13 -0.20 -0.35
C -2.155114 0.699074 0.460929 0.06 0.12 0.23 0.63
C 3.507688 -2.430419 -4.977223 0.03 0.17 -0.09 -0.84
C 3.208882 -3.303127 -3.910066 -0.06 0.14 0.27 0.90
C -3.556456 -0.005155 -1.368681 -0.02 -0.13 -0.43 -0.59
C 2.934861 -1.357574 -2.480406 0.01 0.17 -0.04 -0.60
C -4.221296 2.359272 1.951503 -0.25 -0.21 0.47 -0.50
C -4.437044 2.225141 3.464047 -0.12 -0.13 -0.36 -0.61
C -2.469334 3.889634 2.395417 -0.02 0.02 0.33 -1.04
C -1.210161 -0.281663 0.215312 -0.15 -0.06 -0.05 -0.47
C 2.380882 2.869544 2.405490 -0.17 -0.37 0.09 -1.01
C 3.188941 -4.701212 -4.094075 -0.05 -0.26 0.10 -0.84
C 2.612837 -3.648450 -1.562015 -0.02 -0.32 0.15 0.63
C 0.278188 0.682492 1.841043 -0.01 -0.25 -0.23 -0.06
C -0.683669 1.639401 2.116735 0.09 -0.04 0.06 0.41
C 1.979761 1.660177 3.244903 0.25 0.41 0.15 -0.46
C -2.737654 0.470226 -2.564285 -0.11 -0.03 0.39 -1.07
C 2.290008 -3.107581 -0.196405 -0.18 -0.08 -0.26 -0.79
C 3.221823 -0.538141 -3.536495 -0.04 0.06 0.26 -0.86
C 3.513297 -1.076582 -4.797762 0.04 -0.16 -0.21 -0.50
C 2.594550 -4.999748 -1.790463 0.00 0.33 0.23 -0.72
H -4.623519 0.118542 -1.577055 0.14 -0.11 0.03 0.38
H 3.728623 -2.857600 -5.945357 0.02 -0.03 -0.09 0.37
H -3.365618 -1.065354 -1.165272 -0.07 0.08 0.03 0.39
H 3.412357 -5.099418 -5.073580 0.02 -0.05 -0.08 0.39
H 2.143997 -3.940547 0.496079 0.04 0.06 0.01 0.38
H -1.674366 0.338858 -2.383100 0.10 -0.01 -0.07 0.32
H 1.242871 1.942129 4.007174 0.06 -0.09 -0.04 0.31
H -2.932171 1.524049 -2.748504 -0.02 0.09 -0.05 0.33
H 3.224069 0.534380 -3.404463 -0.01 0.06 0.05 0.41
H 2.350908 -5.676465 -0.983593 -0.03 -0.01 0.11 0.36
H 1.816183 -1.112377 1.220764 -0.02 -0.17 -0.20 0.31
H -1.379901 -1.049114 -0.518506 -0.04 -0.01 -0.06 0.94
H -0.482250 2.377058 2.874201 0.01 0.06 0.08 0.34
H 2.861821 -6.602284 -3.195002 0.01 -0.07 -0.05 0.38
H -3.015327 -0.102419 -3.444668 -0.01 -0.06 -0.12 0.38
H -3.100076 4.701069 2.013083 0.09 0.02 0.06 0.39
H 3.111718 -2.492495 0.177198 -0.02 -0.01 0.07 0.42
H -2.563696 4.697425 4.417449 0.08 -0.06 -0.03 0.39
H 3.738442 -0.414221 -5.620996 0.02 0.01 -0.08 0.39
H 3.155400 2.588401 1.696098 0.08 0.00 -0.06 0.32
H -1.428036 4.147185 2.203312 0.00 0.04 -0.01 0.48
H 1.528559 3.250695 1.848227 -0.03 0.09 -0.04 0.29
H 2.857074 1.253699 3.756768 -0.16 0.09 0.01 0.37
H -2.085587 2.976468 4.336238 -0.02 0.07 -0.01 0.29
H -4.492372 1.434901 1.450217 -0.06 0.09 0.03 0.30
H -3.833726 1.385946 3.846423 -0.06 0.04 -0.02 0.31
H -4.849439 3.171759 1.570875 -0.05 -0.07 0.01 0.28
H -5.488772 2.047686 3.693585 0.04 -0.08 -0.02 0.37
H 2.762473 3.654626 3.052302 0.04 0.11 0.06 0.38
H 2.707954 -0.918402 -1.521169 -0.02 0.08 0.10 0.46
```
Forces are in eV/Å.

---

No. 2
This record from the OMol25 dataset describes a structure of composition C26H30N5SZn. The level of theory is the ωB97M-V functional and the def2-TZVPD basis.

Net charge: -1
Spin multiplicity: 1
DFT total energy, a.u.: -3460.011547
Highest occupied orbital energy, eV: -1.01
Strongest force on any atom, eV/A: 1.02
LUMO energy, eV: 2.10
Energy above the lowest of the compared OMol25 structures with the same formula, charge and spin, kcal per mole: 18.6

```
63
Properties=species:S:1:pos:R:3:forces:R:3:mulliken_charge:R:1
Zn -0.074937 0.127344 -0.812979 0.99 -0.08 0.23 -0.12
S -2.153691 0.032132 -5.071463 0.43 0.06 0.30 -0.24
N -1.677883 -1.061277 0.053374 -0.33 0.49 0.05 0.42
N -0.779693 0.095581 -2.925044 -0.13 -0.02 0.29 0.49
N -1.410907 1.642986 -0.238461 -0.04 -0.26 0.19 0.26
N 0.120446 -0.116753 -3.913739 0.24 -0.19 -0.49 -0.68
N -3.072541 0.380174 -2.506073 0.22 -0.05 -0.10 -0.46
C 1.422059 -0.075704 3.879193 0.05 0.10 -0.04 -0.86
C 4.058010 0.598590 0.475771 0.03 0.12 0.08 -2.00
C -1.604935 -4.375396 3.486864 0.00 -0.03 0.05 -0.58
C -0.040369 -2.717983 1.904973 0.01 0.06 -0.07 0.38
C 1.998774 1.034008 1.790060 0.13 0.27 -0.02 -0.08
C -0.389796 -0.175500 -5.086316 -0.59 0.12 0.23 0.40
C 0.460793 -3.215928 3.095588 -0.04 -0.11 -0.01 -0.63
C 1.988703 -0.097300 2.619505 0.02 0.03 0.16 0.16
C 0.762887 1.047483 -6.942799 -0.11 -0.10 0.05 -1.03
C 0.894967 2.239058 3.595531 -0.04 -0.01 -0.02 -0.76
C 1.470113 2.210965 2.328299 -0.03 -0.10 -0.05 0.21
C -2.107112 -3.872909 2.293015 -0.02 0.00 -0.06 -0.53
C -2.313525 -0.289856 0.876400 0.07 -0.67 -0.16 -0.33
C -1.328318 -3.049163 1.489344 0.02 -0.05 0.13 0.56
C -0.318489 -4.050526 3.888269 0.00 -0.03 0.01 -0.55
C 2.560878 0.935176 0.366556 -0.08 -0.36 -0.16 1.67
C -1.846638 -2.499006 0.180638 0.13 -0.10 0.03 -1.37
C 0.853832 1.098011 4.374143 -0.04 0.00 0.16 -0.55
C -2.196680 1.116134 0.765745 -0.16 0.62 0.05 0.54
C -1.484426 2.974578 -0.108668 -0.05 0.16 -0.12 -0.88
C -2.003469 0.216219 -3.338438 -0.26 -0.06 -0.33 0.22
C -2.324493 3.337827 0.949890 0.07 0.14 -0.05 -0.70
C 0.386125 -0.315476 -6.349826 0.08 0.15 -0.13 -0.52
C 2.456027 2.269824 -0.381314 0.05 -0.03 0.19 -2.03
C -2.776160 2.148664 1.517199 -0.02 -0.24 0.03 -0.99
C 1.817214 -0.150842 -0.417841 -0.39 0.19 -0.10 -0.71
H -2.772604 0.624512 -1.561376 -0.08 0.09 -0.04 0.18
H -2.900589 -2.774572 0.055411 0.03 0.00 -0.01 0.41
H -1.286371 -2.957441 -0.637668 -0.07 -0.03 -0.01 0.28
H 1.340359 1.618535 -6.217027 0.02 0.02 -0.03 0.32
H 4.597788 1.397336 1.002102 0.06 -0.04 0.02 0.39
H -2.944140 -0.703867 1.667944 0.02 0.01 0.02 0.32
H 3.014672 3.073951 0.117498 -0.07 0.02 -0.02 0.43
H -0.949244 3.626390 -0.785850 0.03 -0.02 0.04 0.51
H 2.423218 -1.020442 2.255468 -0.05 0.01 -0.12 0.45
H 0.476153 3.166512 3.969694 -0.04 0.01 0.00 0.35
H 0.396505 1.116969 5.357589 0.00 -0.01 -0.03 0.39
H -3.417126 2.033782 2.379097 -0.01 -0.03 -0.03 0.47
H -3.810124 0.963724 -2.863379 -0.05 0.01 0.02 0.28
H 0.073489 -4.440868 4.819921 0.00 0.01 0.00 0.38
H 1.489071 3.123307 1.748429 -0.03 0.00 -0.03 0.29
H 2.859485 2.124445 -1.382845 0.00 -0.03 0.00 0.33
H 0.548819 -2.039669 1.289647 0.04 0.03 0.01 -0.14
H 2.137058 -1.145759 -0.082857 -0.07 -0.06 -0.07 0.51
H 1.290756 -0.876773 -6.116805 -0.04 -0.05 0.02 0.28
H 1.401653 -0.980229 4.478108 0.03 0.09 0.02 0.28
H 4.477829 0.480864 -0.525575 -0.06 -0.02 -0.01 0.44
H -2.222096 -5.014920 4.106974 0.00 0.00 -0.01 0.35
H -2.559241 4.343573 1.264976 0.02 -0.01 0.00 0.41
H -0.133036 1.617099 -7.196465 0.03 0.03 0.01 0.30
H -3.117324 -4.124316 1.986314 0.00 0.01 -0.02 0.32
H 1.354632 0.920469 -7.849856 0.02 0.02 0.01 0.33
H 4.212449 -0.332672 1.024968 0.00 -0.02 -0.04 0.36
H -0.199849 -0.884564 -7.074262 0.06 -0.07 0.00 0.31
H 1.460518 -2.946323 3.414300 -0.02 -0.03 -0.06 0.53
H 1.410522 2.569808 -0.481871 -0.01 0.06 0.00 0.23
```
Forces are in eV/Å.